Entry 1:
C4H15NO2 as an isolated structure in a non-equilibrium geometry, computed with the ωB97M-V functional and the def2-TZVPD basis.

Summary:
E_HOMO = -8.005 eV
Energy = -366.39114 Eh
Gap between HOMO and LUMO = 0.2140 Eh
Relative energy (zero: lowest compared OMol25 entry of this formula, charge and spin) = 163.2 kcal/mol
LUMO level = -2.18 eV

```
! wB97M-V def2-TZVPD RIJCOSX def2/J DEFGRID3
* xyz 0 1
C -2.350 0.998 0.681
C -1.400 0.290 1.555
N -0.107 0.293 0.860
C 0.737 -0.828 1.259
C 2.064 -0.929 0.524
H -2.847 1.824 1.179
H -2.957 0.368 0.045
H -1.539 1.456 -0.106
H -1.241 0.670 2.571
H -1.763 -0.728 1.757
H -0.473 0.004 -0.282
H 0.957 -0.684 2.333
H 0.188 -1.780 1.256
H 2.516 0.036 0.323
H 2.699 -1.566 1.136
H 1.959 -1.452 -0.429
H -1.059 2.076 -0.361
H 1.679 1.014 -3.275
O 1.782 0.419 -2.529
H -0.965 -1.263 -1.337
H 0.922 -0.011 -2.381
O -0.847 -0.316 -1.468
*
```

=====

Entry 2:
C16H20I2NO7PS in the gas phase in a non-equilibrium geometry, computed with the ωB97M-V functional and the def2-TZVPD basis.

Summary:
E_HOMO = -9.411 eV
Energy = -2538.14964 Eh
Gap between HOMO and LUMO = 0.3535 Eh
LUMO level = 0.21 eV
SMILES string = COC[C@@]1(c2ccccn2)[C@@](CC(=O)I)(P(=O)(O)O)C(=O)O[C@@]1(S)C[C@@H](C)I

```
! wB97M-V def2-TZVPD RIJCOSX def2/J DEFGRID3
* xyz 0 1
C -2.376 1.919 1.724
O -1.851 0.994 0.797
C -0.514 0.685 1.104
C 0.048 -0.229 0.007
C -0.783 -1.500 0.091
C -2.013 -1.597 -0.550
C -2.742 -2.770 -0.423
C -2.213 -3.786 0.367
C -0.992 -3.578 0.993
N -0.272 -2.459 0.863
C 0.176 0.440 -1.420
C 0.186 -0.563 -2.640
C -0.584 -0.232 -3.911
O -0.059 0.185 -4.862
I -2.660 -0.787 -4.115
P -0.645 2.057 -1.700
O -0.315 3.040 -0.654
O -2.177 1.759 -1.907
O -0.180 2.526 -3.134
C 1.650 0.954 -1.359
O 2.245 1.519 -2.209
O 2.197 0.654 -0.173
C 1.526 -0.509 0.363
S 2.190 -1.964 -0.589
C 1.966 -0.658 1.848
C 2.947 0.410 2.336
C 2.380 1.798 2.590
I 3.709 -0.362 4.231
H -2.343 1.513 2.738
H -3.414 2.094 1.463
H -1.817 2.853 1.684
H 0.064 1.603 1.166
H -0.510 0.150 2.052
H -2.391 -0.763 -1.113
H -3.698 -2.898 -0.904
H -2.730 -4.722 0.499
H -0.579 -4.352 1.624
H 1.201 -0.657 -2.999
H -0.131 -1.544 -2.309
H -2.673 2.565 -1.712
H 0.666 2.987 -3.035
H 3.311 -1.344 -0.971
H 2.471 -1.610 1.926
H 1.136 -0.711 2.540
H 3.830 0.444 1.714
H 2.482 2.405 1.695
H 2.934 2.299 3.374
H 1.344 1.744 2.901
*
```

=====

The highest energy belongs to which entry? C4H15NO2